Record 1
Below is one molecule with the formula C2H3BrSi at a distorted geometry, with properties calculated with the ωB97M-V functional and the def2-TZVPD basis.

Orbital gap in eV: 9.4570
Calculated total energy in eV: -80039.227
2S+1: 1
Energy relative to the best compared isomer or geometry (same formula, charge and spin) in kcal per mole: 47.03
SMILES: BrC1=C[SiH2]1

```
7
C2H3BrSi the ωB97M-V functional and the def2-TZVPD basis
C 0.290 -1.310 -0.089
C -0.594 -1.102 -1.283
Si -0.230 0.450 -0.226
Br -1.132 -2.292 -2.644
H 1.143 -1.957 0.296
H -1.494 0.915 0.434
H 0.755 1.363 -0.885
```

Atom charges from the Löwdin analysis, given in e for atoms 1 to 4: -0.2762 -0.8636 0.5976 0.6117


Record 2
Below is a 3-piece molecular cluster, C5H9NO overall, with properties calculated with the ωB97M-V functional and the def2-TZVPD basis.

Orbital gap in eV: 8.8520
Calculated total energy in eV: -8861.527
2S+1: 1
Energy relative to the best compared isomer or geometry (same formula, charge and spin) in kcal per mole: 177.23

```
16
C5H9NO the ωB97M-V functional and the def2-TZVPD basis
C 1.268 0.308 -0.059
C 0.401 -0.345 -1.127
C -0.294 -1.576 -0.522
C -1.094 -0.635 0.434
C -0.516 0.527 -0.358
N -0.643 1.853 -0.353
O -0.916 2.208 0.866
H 1.759 -0.376 0.633
H 0.834 1.123 1.203
H 1.886 1.111 -0.453
H 0.696 -0.236 -2.169
H -0.947 -2.079 -1.239
H 0.368 -2.310 -0.053
H -0.840 -0.673 1.497
H -2.179 -0.703 0.326
H 0.182 1.749 1.475
```

Atom charges from the Löwdin analysis, given in e for atoms 1 to 4: -0.0343 -0.2181 -0.1133 -0.0849


Record 3
Below is C32H33ClI2N2O3Tl as an isolated structure at a distorted geometry, with properties calculated with the ωB97M-V functional and the def2-TZVPD basis.

Orbital gap in eV: 4.8899
Total charge: +1
Calculated total energy in eV: -76254.532
2S+1: 1
Energy relative to the best compared isomer or geometry (same formula, charge and spin) in kcal per mole: 0.50

```
74
C32H33ClI2N2O3Tl the ωB97M-V functional and the def2-TZVPD basis
Tl -0.090 0.422 0.083
I -2.362 -5.815 3.830
C -1.944 -3.895 3.259
C -0.910 -3.200 3.891
C -0.615 -1.907 3.504
I 0.903 -0.862 4.401
C -1.376 -1.268 2.470
O -1.211 -0.054 2.122
C -2.375 -2.045 1.790
C -2.998 -1.419 0.580
N -1.975 -1.211 -0.451
C -1.345 -2.442 -0.893
C -0.161 -2.806 -0.030
C 0.028 -4.060 0.515
C 1.180 -4.301 1.249
C 2.108 -3.283 1.421
C 1.842 -2.052 0.854
N 0.734 -1.835 0.135
C -2.667 -3.320 2.202
H -0.343 -3.675 4.680
H -3.416 -0.442 0.828
H -3.803 -2.061 0.217
H -2.364 -0.705 -1.235
H -0.980 -2.275 -1.902
H -2.050 -3.276 -0.925
H -0.722 -4.830 0.380
H 1.348 -5.276 1.688
H 3.015 -3.432 1.990
H 2.513 -1.210 0.985
H -3.438 -3.895 1.701
C 0.963 3.370 -1.872
C 0.416 2.008 -2.279
C -0.968 1.845 -2.435
C -1.866 2.997 -2.028
C -1.482 0.680 -3.037
C -2.985 0.568 -3.232
C -0.599 -0.316 -3.492
C -1.073 -1.501 -4.322
C 0.768 -0.206 -3.213
C 1.739 -1.291 -3.622
C 1.274 0.934 -2.565
C 2.749 1.016 -2.221
H 0.776 3.601 -0.823
H 0.477 4.151 -2.456
H 2.033 3.444 -2.046
H -1.576 3.400 -1.057
H -2.916 2.726 -1.976
H -1.786 3.817 -2.748
H -3.337 1.210 -4.043
H -3.533 0.880 -2.341
H -3.310 -0.442 -3.470
H -0.740 -2.458 -3.920
H -0.662 -1.441 -5.332
H -2.151 -1.547 -4.432
H 2.052 -1.891 -2.761
H 2.644 -0.865 -4.055
H 1.319 -1.972 -4.356
H 3.344 1.398 -3.055
H 3.148 0.034 -1.969
H 2.925 1.665 -1.366
Cl 3.123 5.827 5.883
C 2.504 4.758 4.667
C 1.366 5.122 3.963
C 0.874 4.264 2.993
C 1.518 3.061 2.729
C 2.662 2.717 3.442
C 3.159 3.561 4.418
C 1.012 2.146 1.713
O -0.144 2.366 1.167
O 1.690 1.118 1.397
H 0.877 6.061 4.179
H -0.020 4.523 2.439
H 3.163 1.785 3.216
H 4.046 3.304 4.981
```

Atom charges from the Löwdin analysis, given in e for atoms 1 to 4: 1.2489 0.9181 -0.7868 -0.2332


Record 4
Below is H14O7 as an isolated structure at a distorted geometry, with properties calculated with the ωB97M-V functional and the def2-TZVPD basis.

Orbital gap in eV: 8.5628
Calculated total energy in eV: -14549.602
2S+1: 1
Energy relative to the best compared isomer or geometry (same formula, charge and spin) in kcal per mole: 273.48

```
21
H14O7 the ωB97M-V functional and the def2-TZVPD basis
H -0.192 -0.272 3.004
H 0.506 -0.103 1.474
H -1.137 -1.390 0.542
H -0.928 -1.716 -1.060
H 2.437 0.534 0.602
H 2.267 -0.991 1.151
H 1.522 -1.628 -2.217
H 1.474 -0.492 -0.969
H -1.113 1.268 -1.450
H 0.122 0.637 -1.842
H -4.675 0.759 0.003
H -2.667 -0.094 -0.479
H 1.616 2.344 1.270
H 0.585 1.751 0.195
O 0.575 -0.908 2.154
O -1.602 -1.781 -0.350
O 2.553 -0.396 0.325
O 0.658 -1.172 -1.673
O -0.013 1.408 -1.329
O -2.877 0.918 -0.548
O 0.890 1.323 1.196
```

Atom charges from the Löwdin analysis, given in e for atoms 1 to 4: 0.2575 -0.0356 0.1045 -0.0114


Record 5
Below is one molecule with the formula C7H13NO at a distorted geometry, with properties calculated with the ωB97M-V functional and the def2-TZVPD basis.

Orbital gap in eV: 10.2982
Calculated total energy in eV: -11006.403
2S+1: 1
Energy relative to the best compared isomer or geometry (same formula, charge and spin) in kcal per mole: 31.13
SMILES: C=C(C[C@H](C)N)C(C)=O

```
22
C7H13NO the ωB97M-V functional and the def2-TZVPD basis
C -0.825 0.898 0.365
C 0.009 -0.248 0.974
C 0.372 -1.686 -2.082
C -0.728 2.157 1.239
C 0.725 -1.934 -0.636
C 1.138 -0.674 0.098
N -2.189 0.438 0.153
C 2.319 -0.095 -0.019
O 0.863 -3.037 -0.158
H -0.423 1.144 -0.625
H -2.634 0.241 1.043
H -2.737 1.148 -0.322
H -0.630 -1.199 1.006
H 0.377 0.008 1.968
H 1.117 -1.053 -2.559
H -0.581 -1.155 -2.101
H 0.281 -2.625 -2.622
H -1.105 1.954 2.243
H 0.303 2.495 1.312
H -1.324 2.961 0.806
H 2.600 0.740 0.605
H 3.070 -0.480 -0.688
```

Atom charges from the Löwdin analysis, given in e for atoms 1 to 4: -0.4557 -0.1260 0.0011 -0.0686


no.,highest occupied orbital energy (eV)
1,-9.19
2,-8.61
3,-9.83
4,-10.84
5,-9.38